{
  "formula": "C4H12",
  "method": "ωB97M-V with the def2-TZVPD basis set",
  "gap_ev": [11.85, 4.08],
  "e_homo_ev": [-15.419, -15.241],
  "charge": 1,
  "e_above_lowest_kcal_mol": 9.8,
  "mol_weight_g_mol": 60.14,
  "e_tot_ha": -159.1542,
  "lumo_energy_ha": [-0.131, -0.410],
  "multiplicity": 2,
  "species": ["C", "C", "H", "H", "H", "H", "H", "H", "C", "C", "H", "H", "H", "H", "H", "H"],
  "xyz": [[1.900440, 0.601899, -0.500836], [1.456619, 0.657549, -1.914978], [1.313899, 0.941904, 0.376729], [1.679742, -0.528669, -0.354663], [2.951441, 0.807774, -0.359027], [0.609583, 1.387128, -1.972375], [2.295865, 0.942522, -2.550935], [0.991294, -0.260641, -2.322285], [-1.111819, -0.309735, 1.657399], [-2.185645, -0.882213, 0.749081], [-0.655116, 0.594615, 1.182556], [-1.468032, -0.039432, 2.651225], [-0.224243, -0.960000, 1.737586], [-3.005648, -0.200565, 0.559109], [-1.729806, -1.121601, -0.218248], [-2.560779, -1.815137, 1.189132]],
  "atomic_forces_ev_per_a": [[0.366, 0.355, -0.010], [1.044, -0.074, 0.004], [-0.226, -0.282, -0.105], [-0.417, -0.022, 0.099], [0.107, 0.237, 0.071], [-0.438, -0.194, 0.350], [-0.147, -0.253, -0.079], [-0.363, 0.192, -0.278], [0.781, 0.659, -0.533], [0.653, -0.505, 0.007], [-0.492, -0.040, 0.355], [0.110, -0.032, -0.095], [-0.443, -0.234, 0.247], [-0.172, 0.102, 0.180], [-0.228, -0.134, 0.025], [-0.136, 0.225, -0.239]],
  "mulliken_charge": [-0.36, -0.70, 0.28, 0.32, 0.32, 0.33, 0.33, 0.39, -0.54, -0.80, 0.02, 0.34, 0.26, 0.30, 0.21, 0.28]
}